Arrangement a

Computed, not measured: the ion C6H14N5 with charge +1, with ωB97M-V/def2-TZVPD.

Each atom is followed by the atoms it is bonded to, with distances in Å.
Cartesian coordinates (Å):
1 C -0.6517 -1.1399 -2.5960  C2 1.472, H12 1.146, H13 1.109, H14 1.130
2 C -0.7652 0.2083 -2.0168  C1 1.472, N3 1.417, C4 1.397
3 N -1.2785 1.2139 -2.8728  C2 1.417, H15 0.973, H16 0.979
4 C -0.1648 0.7257 -0.8662  C2 1.397, C5 1.622, N11 1.428
5 C 0.2541 0.0341 0.5397  C4 1.622, N6 1.364, N9 1.294
6 N 0.0334 -1.2847 0.8065  C5 1.364, C7 1.421, H17 0.985
7 C 0.5820 -1.9030 1.9621  N6 1.421, N8 1.484, H18 1.114, H19 1.052
8 N 0.6847 -0.9855 3.1238  C7 1.484, H20 1.057, H21 0.981
9 N 0.8229 0.9036 1.3105  C5 1.294, C10 1.444, H22 1.003
10 C 0.6794 2.2133 0.7202  N9 1.444, N11 1.449, H23 1.128, H24 1.115
11 N -0.1927 2.0848 -0.4303  C4 1.428, C10 1.449, H25 1.077
12 H -0.1175 -2.0027 -2.0634  C1 1.146
13 H -0.1821 -1.0705 -3.5988  C1 1.109
14 H -1.7164 -1.4789 -2.7671  C1 1.130
15 H -1.6946 1.8608 -2.2775  N3 0.973
16 H -1.8101 0.8307 -3.6004  N3 0.979
17 H -0.2615 -1.8670 0.0688  N6 0.985
18 H -0.0180 -2.7861 2.2790  C7 1.114
19 H 1.5236 -2.2985 1.7085  C7 1.052
20 H 0.0691 -1.1516 3.9662  N8 1.057
21 H 1.5657 -1.0511 3.5510  N8 0.981
22 H 1.0176 0.6392 2.2578  N9 1.003
23 H 1.6587 2.7557 0.5789  C10 1.128
24 H 0.1092 2.7901 1.4856  C10 1.115
25 H -0.1472 2.7594 -1.2692  N11 1.077

## Properties
Total charge ... +1
Highest occupied orbital energy ... -11.05 eV

Arrangement b

Computed, not measured: the ion C6H14N5 with charge +1, with ωB97M-V/def2-TZVPD.

Each atom is followed by the atoms it is bonded to, with distances in Å.
Cartesian coordinates (Å):
1 C 1.5947 0.8887 0.0281  N7 1.261, N10 1.258
2 C -0.3392 2.2552 0.0153  N7 1.472, N8 1.455, H12 1.141, H13 1.087
3 C 2.1690 -1.4564 0.0491  N9 1.464, N10 1.549, H14 1.154, H15 1.093
4 C 0.0848 -0.6330 0.6732  C5 1.540, N9 1.378, H16 1.018
5 C -1.2456 -0.0897 0.1186  C4 1.540, C6 1.561, N8 1.439, N11 1.417
6 C -1.7841 -1.1527 -0.8894  C5 1.561, H17 1.074, H18 1.039, H19 1.192
7 N 1.1119 2.0474 0.1448  C1 1.261, C2 1.472, H20 1.052
8 N -1.0133 1.1285 -0.6123  C2 1.455, C5 1.439, H21 1.030
9 N 0.7246 -1.6930 0.0684  C3 1.464, C4 1.378, H22 1.053
10 N 2.5122 0.0435 -0.1317  C1 1.258, C3 1.549, H23 1.030
11 N -2.0281 0.1324 1.2789  C5 1.417, H24 1.097, H25 0.968
12 H -0.7703 2.4506 1.0535  C2 1.141
13 H -0.3836 3.1801 -0.5540  C2 1.087
14 H 2.5510 -1.7960 1.0839  C3 1.154
15 H 2.6323 -2.2402 -0.5555  C3 1.093
16 H 0.2477 -0.4726 1.6654  C4 1.018
17 H -1.9067 -2.1218 -0.4426  C6 1.074
18 H -1.1753 -1.2148 -1.7286  C6 1.039
19 H -2.8871 -0.7727 -1.1319  C6 1.192
20 H 1.7884 2.8433 0.0223  N7 1.052
21 H -0.5356 0.8276 -1.4736  N8 1.030
22 H 0.3542 -2.0611 -0.8460  N9 1.053
23 H 3.4472 0.1373 -0.5532  N10 1.030
24 H -2.3182 -0.8478 1.6771  N11 1.097
25 H -2.8310 0.6172 1.0405  N11 0.968

## Properties
Total charge ... +1
Highest occupied orbital energy ... -12.48 eV

The least stable of them is arrangement b.

Arrangement a

Computed, not measured: a cluster of 3 separate species, C4H11NO3 in total, with ωB97M-V/def2-TZVPD.

Each atom is followed by the atoms it is bonded to, with distances in Å.
Cartesian coordinates (Å):
1 O -0.3870 -1.9324 0.9446  H18 0.951
2 C 0.0573 0.3197 -2.1651  O3 1.290, C4 1.465, C5 1.609, H8 1.109
3 O 0.9282 0.8772 -2.9363  C2 1.290
4 C 0.2921 -1.0399 -1.6737  C2 1.465, C5 1.861, H9 1.093, H10 1.120
5 C 0.3389 0.4710 -0.5882  C2 1.609, C4 1.861, C6 1.541, H11 1.098, H12 1.087
6 C -0.9650 0.3399 0.2231  C5 1.541, N7 1.455, H13 1.088, H14 1.094
7 N -0.8042 0.1766 1.6598  C6 1.455, H15 1.046, H16 1.075
8 H -1.0050 0.5710 -2.3585  C2 1.109
9 H 1.2776 -1.4055 -1.9725  C4 1.093
10 H -0.1035 -1.5690 -0.7695  C4 1.120
11 H 1.1452 -0.0695 -0.0754  C5 1.098
12 H 0.7116 1.4892 -0.5086  C5 1.087
13 H -1.4414 -0.5879 -0.0853  C6 1.088
14 H -1.6231 1.1962 0.0464  C6 1.094
15 H -0.5388 -0.8310 1.7457  N7 1.046
16 H -0.0880 0.8583 2.0810  N7 1.075
17 H 1.3711 2.0638 2.9175  O19 0.973
18 H -0.2459 -2.7051 1.4800  O1 0.951
19 O 1.0800 1.7775 2.0348  H17 0.973

## Properties
Total charge ... -1
Highest occupied orbital energy (alpha / beta) ... -4.69 / -4.39 eV
Spin multiplicity ... 2

Arrangement b

Computed, not measured: a cluster of 2 separate species, C4H11NO3 in total, with ωB97M-V/def2-TZVPD.

Each atom is followed by the atoms it is bonded to, with distances in Å.
Cartesian coordinates (Å):
1 O -1.5222 1.7053 -0.6645  C2 1.235
2 C -0.2959 1.5679 -0.7019  O1 1.235, C3 1.551, H8 1.191
3 C 0.7491 0.9957 0.2908  C2 1.551, C4 1.479, N5 1.460, H9 1.149
4 C 2.0556 1.3860 -0.2807  C3 1.479, H10 1.089, H11 1.107, H12 1.124
5 N 0.7300 -0.4504 0.4930  C3 1.460, C6 1.563, H13 1.002
6 C -0.4183 -0.9890 1.4063  N5 1.563, O7 1.338, H14 1.197, H15 1.203
7 O -1.6374 -0.9449 0.8559  C6 1.338, H16 1.034
8 H 0.1594 2.0631 -1.6849  C2 1.191
9 H 0.6361 1.5836 1.2716  C3 1.149
10 H 2.1258 2.4706 -0.2136  C4 1.089
11 H 2.9059 1.0936 0.3651  C4 1.107
12 H 2.3655 1.0741 -1.3154  C4 1.124
13 H 0.5761 -0.8784 -0.3995  N5 1.002
14 H -0.2952 -2.1751 1.5079  C6 1.197
15 H -0.2636 -0.4641 2.4775  C6 1.203
16 H -2.0585 -0.0123 0.7094  O7 1.034
17 H -0.6970 -2.2854 -1.0459  O19 0.967
18 H 0.2815 -3.4105 -1.1589  O19 0.945
19 O 0.2360 -2.4692 -1.2228  H17 0.967, H18 0.945

## Properties
Total charge ... -1
Highest occupied orbital energy (alpha / beta) ... 0.44 / -3.11 eV
Spin multiplicity ... 2

The least stable of them is arrangement a.